C27H45BrN2O2P2Pb | ωB97M-V/def2-TZVPD

Relative energy (zero: lowest compared OMol25 entry of this formula, charge and spin): 0.0 kJ/mol
Lowest unoccupied orbital energy (alpha / beta): -0.502 / -0.471 Eh
Net charge: +4
E_HOMO (alpha / beta): -18.22 / -18.28 eV
F_max: 2.71 eV Å⁻¹
2S+1: 1

XYZ file:
```
80
Properties=species:S:1:pos:R:3:forces:R:3
N 0.439966 -7.130395 -5.713953 0.215 -0.579 -0.013
C 0.374285 -7.624846 -4.481371 -0.197 0.413 0.329
C 0.162940 -6.800498 -3.370718 0.168 -0.192 -0.050
C 0.039201 -5.406115 -3.545397 -0.066 -0.899 0.112
C 0.187810 -4.917392 -4.872135 -0.158 0.042 -0.233
C 0.378539 -5.818288 -5.918295 -0.082 0.167 0.600
C -0.166638 -4.544279 -2.394242 0.548 -0.241 -1.547
Pb -1.324642 -3.389521 -0.087976 -0.802 -0.383 2.277
P -3.674174 3.496130 2.078144 2.278 -0.989 -1.073
C -0.575572 -3.254787 -2.632090 -0.202 0.729 -0.373
C -0.246069 -2.113552 -1.831042 0.588 0.269 -0.057
C -0.943403 -0.880019 -2.031970 -0.319 -0.144 -0.714
C -0.494111 0.256319 -1.444633 0.009 0.359 0.251
C 0.581454 0.247530 -0.472453 -0.292 -0.341 -1.219
C 1.109839 -1.020716 -0.138744 0.210 -0.400 1.092
C 0.754019 -2.187983 -0.798936 0.014 0.884 -0.828
Br -0.657446 1.341404 1.279769 0.172 -0.951 -0.355
H 0.116857 -4.916562 -1.381897 0.246 -0.048 -0.740
H -1.057487 -2.986092 -3.586424 0.172 -0.499 0.507
H 0.107029 -7.250279 -2.383627 -0.039 0.066 -0.070
H 0.178279 -3.867443 -5.144140 -0.023 -0.007 0.286
H 0.479881 -8.704601 -4.353828 -0.062 0.322 -0.149
H 0.497560 -5.494350 -6.953323 -0.081 0.070 0.321
H -1.763990 -0.856387 -2.776926 0.580 0.048 0.563
H 1.401756 -3.060777 -0.712050 -0.143 0.062 0.167
H -0.945939 1.217344 -1.668113 -0.059 -0.259 -0.125
H 1.813162 -1.080516 0.700706 -0.023 -0.192 -0.424
P 1.937318 1.461304 -0.718257 -0.983 0.176 1.171
C -4.054304 1.725745 2.228718 -0.636 -0.042 0.781
C -5.573522 1.526090 2.327005 -0.299 -0.210 -0.054
H -3.552943 1.346746 3.128398 -0.097 0.158 -0.069
H -3.627867 1.205100 1.364822 0.019 0.300 -0.022
H -5.818809 0.496571 2.605351 0.079 0.193 -0.071
H -6.004164 2.187925 3.082273 -0.010 -0.163 -0.038
H -6.066039 1.741218 1.373663 0.051 -0.006 0.132
C -3.282866 3.762894 0.318498 -1.158 0.445 -0.199
C -3.417465 5.238564 -0.062910 0.017 0.307 -0.194
H -3.994288 3.151115 -0.249231 0.107 0.103 -0.023
H -2.273866 3.364999 0.154365 -0.118 0.013 0.253
H -3.342088 5.367377 -1.146832 0.016 -0.019 0.200
H -4.390896 5.629336 0.248613 0.123 -0.033 -0.151
H -2.650506 5.864019 0.404672 -0.067 -0.121 -0.048
C -2.054220 3.834499 2.872030 -0.418 0.731 0.509
C -2.207582 4.311762 4.310920 0.149 0.050 0.426
H -1.519735 4.580463 2.268649 -0.279 -0.094 0.025
H -1.469539 2.903844 2.815991 -0.395 0.045 0.081
H -1.226382 4.449017 4.776788 -0.205 -0.010 -0.073
H -2.731437 5.271476 4.340246 0.095 -0.136 0.065
H -2.771116 3.592831 4.916375 0.097 0.137 -0.055
C 2.462524 1.819535 0.950977 -0.374 0.383 0.278
C 3.772994 2.587090 0.966516 0.652 0.074 0.168
H 2.545360 0.854278 1.471396 -0.057 0.197 -0.057
H 1.618753 2.352804 1.421245 0.645 -0.076 -0.192
H 4.604392 1.880758 1.064159 -0.032 0.268 -0.134
H 3.934777 3.183084 0.059751 0.010 0.013 0.228
H 3.820973 3.261951 1.823936 -0.013 -0.067 -0.158
C 1.072751 2.859993 -1.508050 0.533 0.510 0.074
C 0.907511 2.862873 -3.033870 0.082 -0.035 -0.145
H 1.645541 3.736835 -1.157162 -0.183 -0.130 -0.255
H 0.073614 2.942943 -1.040572 0.596 -0.148 0.135
H 1.842781 2.683215 -3.581454 -0.255 0.124 0.200
H 0.172473 2.113193 -3.345832 0.206 0.103 -0.065
H 0.514035 3.844146 -3.329628 0.189 -0.271 0.009
C 3.324385 0.695804 -1.555719 0.095 -0.119 -0.853
C 4.177521 -0.364537 -0.819937 0.074 -0.357 0.242
H 3.974660 1.532970 -1.838776 -0.216 0.027 -0.131
H 2.944747 0.248120 -2.484500 0.071 0.373 0.007
H 4.106587 -1.311527 -1.373572 0.070 0.268 0.259
H 5.237289 -0.065147 -0.828466 -0.469 -0.089 0.057
H 3.884183 -0.569203 0.221837 0.153 0.194 -0.347
N 2.489251 -2.224496 4.833750 0.135 -0.152 0.310
C 1.100443 -2.526745 4.401980 -0.359 -0.070 0.225
C 1.095995 -2.350677 2.890900 0.499 0.090 -0.864
O 0.151019 -2.853037 2.203593 0.224 0.330 0.021
O 2.109816 -1.703182 2.512116 -1.125 -0.403 -0.560
H 3.139340 -2.887611 4.401582 0.049 0.166 0.102
H 2.591773 -2.273788 5.842623 0.091 0.035 0.329
H 2.729029 -1.294980 4.478009 0.195 -0.162 0.035
H 0.824846 -3.510540 4.760486 -0.089 -0.184 -0.121
H 0.449850 -1.790348 4.868200 -0.138 -0.023 0.024
```
Forces are in eV/Å.

Mulliken atomic charge list, values in e, 6 entries: number 1, N, carries -0.4324; number 2, C, carries -0.4034; number 3, C, carries -0.4896; number 4, C, carries 0.4527; number 5, C, carries -0.4952; number 6, C, carries -0.4584